No. 1
{"formula": "C13H15IO9", "method": "ωB97M-V/def2-TZVPD", "multiplicity": 1, "e_homo_ev": -9.492, "smiles": "CC[C@H](I)C1=CC(=O)OC1=O.O=C1OCCO1.O=C1OCCO1", "gap_ev": 8.88, "symbols": ["C", "C", "C", "I", "C", "C", "C", "O", "O", "C", "O", "H", "H", "H", "H", "H", "H", "H", "O", "C", "O", "C", "C", "O", "H", "H", "H", "H", "O", "C", "O", "C", "C", "O", "H", "H", "H", "H"], "xyz": [[0.26138, 0.92060, 2.99225], [-0.50339, 2.23742, 3.11805], [-1.66192, 2.25576, 2.10136], [-2.17885, 4.25085, 1.52147], [-2.82795, 1.50103, 2.63161], [-3.49718, 0.57586, 1.95897], [-4.54624, 0.05479, 2.87713], [-5.37768, -0.78858, 2.64331], [-4.42090, 0.68147, 4.08966], [-3.41332, 1.62197, 3.99286], [-3.11603, 2.34420, 4.90328], [0.85840, 0.74854, 3.87847], [0.93316, 0.95609, 2.14273], [-0.41099, 0.08441, 2.87088], [-0.90135, 2.27933, 4.12098], [0.18526, 3.05070, 2.93643], [-1.33276, 1.71280, 1.22952], [-3.33585, 0.21848, 0.96798], [-1.37437, -0.99082, 0.74937], [-0.39625, -1.54887, 0.35838], [0.64380, -0.93223, -0.23488], [1.71951, -1.88246, -0.35256], [0.97902, -3.19791, -0.31963], [-0.18765, -2.87602, 0.45421], [2.27919, -1.72874, -1.27703], [2.39028, -1.76009, 0.50078], [0.66236, -3.52521, -1.31149], [1.54455, -3.99550, 0.15367], [3.33431, -1.78735, -2.88923], [3.05484, -1.09369, -3.81595], [3.41929, 0.19843, -3.93736], [3.10048, 0.62652, -5.26700], [2.00450, -0.33958, -5.65925], [2.32782, -1.49709, -4.87838], [2.77806, 1.66393, -5.26956], [3.99048, 0.52761, -5.89029], [1.01255, 0.01225, -5.37179], [2.00342, -0.57890, -6.71895]]}

No. 2
{"formula": "C13H15MnN6O3S3", "method": "ωB97M-V/def2-TZVPD", "de_lowest_ev": 0.202, "multiplicity": 2, "e_homo_ev": [-4.151, -3.934], "gap_ev": [6.67, 6.47], "total_charge": -1, "s2": 0.799, "symbols": ["Mn", "N", "C", "S", "N", "N", "C", "C", "C", "C", "C", "C", "C", "C", "C", "C", "C", "C", "N", "H", "H", "H", "H", "H", "H", "H", "H", "H", "H", "H", "N", "N", "H", "H", "H", "H", "O", "S", "O", "O", "S"], "xyz": [[-0.89858, -1.68571, -1.15562], [-2.76299, -1.99220, 2.85929], [-1.98732, -1.84662, 1.73972], [-1.97031, -3.11688, 0.59873], [-1.35435, -0.67545, 1.70737], [-0.64061, -0.53386, 0.55816], [0.09100, 0.51692, 0.41945], [0.21426, 1.62688, 1.40048], [-0.03246, 2.93216, 0.98537], [0.08840, 3.99296, 1.87387], [0.46098, 3.75740, 3.18910], [0.69842, 2.45542, 3.61221], [0.56930, 1.39695, 2.72646], [0.83246, 0.56339, -0.87085], [1.81101, 1.50207, -1.16766], [2.41582, 1.45822, -2.41540], [2.02982, 0.49133, -3.32698], [1.07244, -0.43549, -2.94729], [0.51670, -0.41467, -1.73450], [-3.05979, -2.92451, 3.08511], [-2.56841, -1.36037, 3.61848], [-0.34119, 3.11573, -0.03680], [-0.11600, 5.00151, 1.53714], [0.56124, 4.58190, 3.88434], [0.98070, 2.26067, 4.63946], [0.73599, 0.38176, 3.05971], [2.08815, 2.25180, -0.44152], [3.17793, 2.18457, -2.67008], [2.44605, 0.44992, -4.32377], [0.71140, -1.22005, -3.60041], [1.53687, -2.80499, 0.38220], [0.71475, -2.99745, -0.77589], [1.56513, -3.66395, 0.91810], [1.05316, -2.12596, 0.95795], [0.14275, -3.82967, -0.69366], [1.31172, -3.08705, -1.58866], [-3.85176, -1.47202, -3.75420], [-2.54024, -1.11810, -3.26983], [-2.54759, -0.74964, -1.78790], [-1.85070, -0.08423, -4.02980], [-1.30413, -2.78269, -3.16191]]}

No. 3
{"formula": "C13H15N3O3", "method": "ωB97M-V/def2-TZVPD", "de_lowest_ev": 0.000, "multiplicity": 1, "e_homo_ev": -7.998, "smiles": "N[C@@H](Cc1c[nH]c2ccccc12)C(=O)NCC(=O)O", "gap_ev": 8.53, "symbols": ["N", "C", "C", "C", "C", "N", "C", "C", "C", "C", "C", "C", "C", "O", "N", "C", "C", "O", "O", "H", "H", "H", "H", "H", "H", "H", "H", "H", "H", "H", "H", "H", "H", "H"], "xyz": [[0.40587, 1.38592, -1.79648], [1.39733, 1.63222, -0.73694], [0.81093, 1.90417, 0.65203], [-0.09451, 0.80630, 1.13980], [0.27863, -0.34936, 1.76576], [-0.83241, -1.12582, 2.02732], [-1.95486, -0.47324, 1.56815], [-3.30486, -0.84929, 1.60034], [-4.22382, 0.01669, 1.04404], [-3.82639, 1.23089, 0.46788], [-2.49390, 1.59146, 0.44466], [-1.53140, 0.74469, 0.98529], [2.37312, 0.43874, -0.66566], [3.02896, 0.20371, 0.33524], [2.47288, -0.28687, -1.80462], [3.15799, -1.53409, -1.77943], [2.33411, -2.72113, -1.26760], [2.77524, -3.83876, -1.16743], [1.07571, -2.38385, -0.94229], [-0.31762, 0.76415, -1.44988], [-0.06824, 2.25839, -2.03850], [1.97114, 2.48152, -1.03596], [0.26528, 2.84254, 0.64681], [1.62308, 2.03638, 1.35127], [1.26583, -0.66622, 2.04388], [-0.83272, -1.99181, 2.52800], [-3.63428, -1.80196, 2.01663], [-5.27580, -0.25242, 1.07590], [-4.56812, 1.88738, 0.04419], [-2.19718, 2.58683, 0.03630], [1.74342, -0.08426, -2.50171], [3.49381, -1.79867, -2.81328], [4.01414, -1.45397, -1.14671], [0.66862, -3.20027, -0.62702]]}

No. 4
{"formula": "C13H15N3S2", "method": "ωB97M-V/def2-TZVPD", "de_lowest_ev": 0.000, "multiplicity": 1, "e_homo_ev": -7.936, "smiles": "C=CCn1c(CSc2ccc(C)cc2)n[nH]c1=S", "gap_ev": 8.62, "symbols": ["C", "C", "C", "N", "C", "C", "S", "C", "C", "C", "C", "C", "C", "C", "N", "N", "C", "S", "H", "H", "H", "H", "H", "H", "H", "H", "H", "H", "H", "H", "H", "H", "H"], "xyz": [[0.07859, -1.76049, -0.97675], [1.36184, -1.47626, -0.85828], [2.00017, -0.98319, 0.40509], [2.93806, 0.07869, 0.14887], [2.69151, 1.33674, -0.33364], [1.34495, 1.85029, -0.64268], [0.42185, 2.12163, 0.93558], [-1.06216, 1.18384, 0.64461], [-1.56143, 0.40601, 1.68111], [-2.71846, -0.32579, 1.49631], [-3.39299, -0.30213, 0.28013], [-4.62329, -1.12991, 0.07403], [-2.88838, 0.49375, -0.74117], [-1.73995, 1.24267, -0.56389], [3.78799, 2.01716, -0.45594], [4.77656, 1.18657, -0.05233], [4.29873, -0.02483, 0.33141], [5.13309, -1.32266, 0.88036], [-0.33572, -2.13621, -1.89617], [-0.60912, -1.64050, -0.15593], [2.04228, -1.60803, -1.68963], [1.24349, -0.64666, 1.11953], [2.59023, -1.78983, 0.86132], [1.43138, 2.80324, -1.16097], [0.77670, 1.12782, -1.22625], [-1.03984, 0.38166, 2.62588], [-3.09913, -0.93117, 2.30601], [-5.24140, -0.71731, -0.71941], [-4.34497, -2.14630, -0.20721], [-5.20991, -1.18522, 0.98812], [-3.40644, 0.53900, -1.68815], [-1.38220, 1.87476, -1.36290], [5.73796, 1.48266, -0.04706]]}

No. 5
{"formula": "C13H16AsN4S2Sn", "method": "ωB97M-V/def2-TZVPD", "de_lowest_ev": 0.668, "multiplicity": 1, "e_homo_ev": -12.001, "gap_ev": 8.04, "total_charge": 1, "symbols": ["Sn", "C", "As", "C", "C", "S", "H", "H", "H", "H", "H", "H", "H", "H", "H", "C", "C", "C", "C", "C", "C", "C", "H", "H", "H", "H", "H", "H", "H", "S", "C", "N", "N", "C", "N", "C", "N"], "xyz": [[0.56027, -1.97418, -0.09842], [1.75736, 3.29607, -1.24082], [0.87080, 2.14419, 0.02837], [2.23082, 1.57928, 1.27091], [-0.44003, 3.18924, 0.98098], [-0.11963, 0.70007, -1.31244], [2.29164, 4.08295, -0.71043], [1.02435, 3.73869, -1.91160], [2.46113, 2.70040, -1.82012], [2.67403, 2.49649, 1.65934], [2.96982, 0.98247, 0.74205], [1.79479, 0.98626, 2.06754], [0.10018, 4.00239, 1.46570], [-0.93089, 2.58530, 1.74253], [-1.17332, 3.60532, 0.29369], [-1.88210, 0.64444, -0.72788], [-2.36842, -0.77354, -0.81978], [-2.38484, -1.42363, -2.05599], [-2.76187, -2.75473, -2.14126], [-3.12679, -3.44362, -0.99201], [-3.14531, -2.79244, 0.23387], [-2.76884, -1.45906, 0.32251], [-1.91389, 1.00253, 0.29729], [-2.43558, 1.31044, -1.38674], [-2.12018, -0.87192, -2.95263], [-2.77517, -3.25186, -3.10185], [-3.40986, -4.48589, -1.05399], [-3.45983, -3.31902, 1.12522], [-2.78454, -0.95308, 1.28091], [-1.47453, -0.30730, 3.80872], [-0.61983, -0.55495, 2.51629], [0.02287, -0.66994, 1.51705], [6.57680, -3.27570, 0.68633], [5.75315, -2.51916, 0.40455], [4.85388, -1.61479, 0.09619], [3.65105, -1.45596, -0.03354], [2.50251, -1.14575, -0.18053]]}

No. 6
{"formula": "C13H16ClIN2Pt", "method": "ωB97M-V/def2-TZVPD", "de_lowest_ev": 0.000, "multiplicity": 5, "e_homo_ev": [-15.051, -15.759], "gap_ev": [7.20, 4.49], "total_charge": 2, "s2": 6.012, "symbols": ["C", "C", "H", "H", "H", "H", "H", "H", "C", "C", "C", "C", "H", "H", "H", "H", "N", "C", "C", "N", "C", "C", "C", "H", "H", "C", "H", "H", "Pt", "I", "Cl", "C", "H", "H"], "xyz": [[-2.70081, 3.07191, 3.38542], [-3.66317, 2.39168, 2.45663], [-3.09102, 3.37857, 4.34903], [-1.99398, 3.65889, 2.73000], [-2.02907, 2.23312, 3.72723], [-2.88438, 2.23358, 1.70924], [-4.10275, 1.34720, 2.44520], [-4.48589, 2.73408, 1.84603], [2.36761, 0.44567, 1.09909], [3.67050, 0.03431, 1.24524], [4.17544, -0.95536, 0.38963], [3.34424, -1.54226, -0.57604], [1.83603, 1.18777, 1.69454], [4.27209, 0.49271, 2.03097], [5.22089, -1.26839, 0.50090], [3.68160, -2.34694, -1.20842], [1.62568, -0.16859, 0.15364], [2.01868, -1.12108, -0.72600], [0.94928, -1.63709, -1.55881], [-0.26909, -1.09734, -1.32943], [-1.42870, -1.38794, -1.95097], [-0.21501, -3.06859, -3.18971], [-1.39279, -2.35041, -2.92789], [-2.30752, -0.83873, -1.62406], [-2.29178, -2.57516, -3.48723], [0.91960, -2.70493, -2.46004], [1.81593, -3.28506, -2.55011], [-0.20953, -3.88757, -3.94028], [-0.32632, 0.12591, 0.19032], [-0.86079, -1.47265, 2.15324], [-1.12290, 3.16068, -0.23488], [-0.37926, 1.76916, -1.06260], [-0.82988, 1.52612, -2.02647], [0.68708, 1.91672, -1.25342]]}

no.,strongest force on any atom (eV Å⁻¹),calculated total energy (eV)
1,2.0,-40252.6361
2,1.6,-92636.2882
3,1.6,-24338.8384
4,1.0,-39865.0240
5,0.7,-108034.6620
6,4.2,-40567.9025